A molecular structure, C48H62N2O40S in a non-equilibrium geometry. Source: the Open Molecules 2025 dataset; level of theory: ωB97M-V/def2-TZVPD.

Structure (XYZ):
```
153
Properties=species:S:1:pos:R:3:forces:R:3:mulliken_charge:R:1
C -4.94636 -3.68591 -0.36252 -0.2 0.0 0.6 -1.424
C -5.88733 -2.62780 -0.94202 0.1 -0.5 -1.1 0.668
O -6.84016 -3.25757 -1.83386 0.0 0.1 0.4 -0.572
C -5.18864 -1.52891 -1.75324 0.0 0.7 0.5 -1.201
C -3.92466 -0.97054 -1.16274 -0.2 -0.2 0.0 0.757
C -2.79333 -0.85813 -1.90045 0.3 0.1 -0.1 -1.066
C -1.57548 -0.33226 -1.37579 -0.1 0.1 0.6 -0.884
C -1.48367 0.06314 -0.06789 0.4 -0.1 -0.4 -0.969
C -2.63663 -0.03127 0.74218 -0.6 -0.3 0.2 0.443
N -2.78412 0.29094 2.04241 0.5 0.2 -0.4 -0.491
S -4.29152 -0.00696 2.42564 -0.5 0.0 0.6 0.021
N -4.89110 -0.57655 1.05070 0.4 0.2 0.2 -0.379
C -3.85962 -0.54170 0.19367 -0.1 -0.1 -0.6 1.084
H -3.90272 -3.37930 -0.33242 0.0 0.1 0.0 0.215
H -5.01058 -4.63537 -0.89559 0.0 0.1 -0.2 0.418
H -5.25474 -3.90441 0.66196 0.2 -0.1 0.1 0.162
H -6.50166 -2.17163 -0.17307 0.1 0.0 0.1 0.046
H -6.30316 -3.75157 -2.46199 -0.2 0.0 -0.2 0.499
H -4.98788 -1.85338 -2.77395 0.0 -0.2 0.0 0.534
H -5.89946 -0.69990 -1.82856 -0.1 0.0 -0.1 -0.027
H -2.82847 -1.18113 -2.93345 0.1 0.0 -0.1 0.438
H -0.71171 -0.24296 -2.01937 0.0 0.0 0.0 0.741
H -0.56347 0.44622 0.34986 0.0 0.1 0.0 0.832
C 2.39848 -0.94474 -0.47635 0.0 0.0 0.4 0.369
C 3.49916 -1.77450 -1.09390 0.1 0.0 0.1 -0.279
O 2.98696 -2.01691 -2.41426 0.0 0.0 0.0 -0.376
C 2.10170 -1.03731 -2.70974 0.0 0.0 0.0 0.644
O 1.62283 -0.86114 -3.78519 0.0 0.0 0.0 -0.572
O 1.83061 -0.28852 -1.61864 0.1 -0.1 -0.1 -0.174
H 2.76528 -0.21695 0.23888 -0.1 0.1 0.0 -0.304
H 1.62565 -1.55049 -0.00069 0.0 0.0 0.0 0.117
H 4.43934 -1.22665 -1.17332 0.0 0.0 0.0 0.243
H 3.67613 -2.71125 -0.57309 -0.1 -0.1 -0.1 0.322
C -4.21806 -7.55560 0.81505 -0.1 -0.1 0.0 -0.223
C -3.05008 -8.31190 0.21501 -0.1 -0.1 0.0 -0.376
O -2.09632 -7.26990 -0.00451 -0.1 0.0 0.0 -0.334
C -2.37632 -6.25075 0.84106 0.0 0.1 0.1 0.674
O -1.67630 -5.31099 1.02324 0.0 0.0 0.0 -0.502
O -3.57193 -6.45073 1.45529 0.0 -0.1 -0.1 -0.287
H -4.78068 -8.13746 1.54026 0.1 0.1 0.1 0.317
H -4.90188 -7.17062 0.05592 0.0 0.0 0.0 0.198
H -2.62370 -9.03943 0.90766 0.0 0.0 0.0 0.265
H -3.29223 -8.80873 -0.72056 0.1 0.1 -0.1 0.299
C -8.52262 -3.00409 1.70936 0.1 0.0 -0.1 -0.125
C -7.63293 -2.82638 2.92344 0.2 0.0 -0.1 0.143
O -8.58309 -2.62672 3.97294 0.0 0.0 -0.1 -0.371
C -9.75994 -3.18343 3.59294 0.0 0.0 0.0 0.563
O -10.69773 -3.33314 4.30258 0.0 0.0 0.0 -0.514
O -9.71439 -3.54583 2.28625 0.0 0.0 0.0 -0.370
H -8.11366 -3.68473 0.96619 -0.1 -0.1 0.0 0.213
H -8.76362 -2.05396 1.22787 0.0 0.0 0.0 0.252
H -7.04710 -3.72115 3.14328 0.0 0.0 0.0 0.237
H -6.96500 -1.97380 2.83826 -0.1 0.1 0.1 -0.018
C 3.76794 3.83922 1.44467 0.0 0.2 0.0 -0.391
C 4.17923 3.42821 0.04817 0.0 0.1 -0.1 0.305
O 4.79198 2.14384 0.28648 -0.1 0.0 0.0 -0.338
C 4.29810 1.64510 1.43632 0.0 0.0 0.0 0.742
O 4.47223 0.52812 1.81743 0.0 0.0 0.0 -0.562
O 3.57051 2.57146 2.09293 0.0 0.0 0.0 -0.346
H 2.85328 4.42385 1.46982 -0.1 -0.1 0.1 0.331
H 4.55592 4.38100 1.96999 0.0 0.0 0.0 0.292
H 3.32419 3.29050 -0.61500 0.0 0.0 0.0 0.238
H 4.87805 4.12272 -0.41018 0.0 -0.4 0.2 -0.184
C -4.73083 4.59104 2.14937 -0.1 -0.1 0.0 -0.321
C -3.56780 3.79361 1.59592 -0.1 -0.2 0.0 0.165
O -2.58870 4.81047 1.36173 -0.1 0.0 0.0 -0.285
C -2.86270 5.85961 2.17238 0.1 0.0 0.0 0.599
O -2.14868 6.79156 2.34091 0.0 0.0 0.0 -0.535
O -4.07298 5.69932 2.76742 0.0 0.0 0.0 -0.344
H -5.32098 4.04203 2.87887 0.1 0.1 0.1 0.310
H -5.39135 4.96709 1.36544 0.0 0.0 0.0 0.264
H -3.16959 3.07726 2.31595 0.0 0.0 0.0 0.046
H -3.80653 3.27310 0.67073 0.2 0.1 -0.1 0.105
C -8.62289 -1.21923 -3.66093 -0.2 0.0 0.1 -0.072
C -9.25629 0.15063 -3.79849 -0.1 -0.1 0.0 -0.398
O -8.11784 1.01785 -3.73398 0.0 0.0 0.0 -0.346
C -7.02594 0.31257 -4.11271 -0.1 0.0 0.0 0.717
O -5.95616 0.78788 -4.32358 0.1 0.0 0.0 -0.531
O -7.31796 -1.00271 -4.21394 0.0 0.1 0.0 -0.287
H -9.14679 -1.99391 -4.21406 0.1 0.0 -0.1 0.364
H -8.51584 -1.53495 -2.62352 0.1 0.0 0.0 0.009
H -9.75065 0.29168 -4.76124 0.0 0.0 0.0 0.260
H -9.95748 0.38256 -3.00153 0.1 0.1 0.1 0.313
C -0.70259 -1.22368 5.31415 -0.1 -0.1 0.1 -0.401
C 0.61380 -0.93433 6.00355 -0.1 0.0 0.3 -0.254
O 1.56612 -1.16955 4.95820 -0.2 0.1 0.0 -0.356
C 0.92761 -1.01617 3.77092 -0.1 0.2 -0.2 0.457
O 1.46802 -0.97207 2.71469 0.1 -0.2 -0.1 -0.400
O -0.40637 -0.91120 3.94835 0.1 -0.1 0.2 -0.139
H -1.52522 -0.61595 5.68007 0.0 0.1 -0.2 0.398
H -0.98311 -2.27737 5.37717 0.0 0.0 0.0 0.259
H 0.69696 0.10339 6.32746 0.0 0.0 0.0 0.306
H 0.80588 -1.58743 6.85209 0.1 0.0 -0.1 0.170
C 2.80616 -3.96464 5.20223 0.0 0.0 0.0 0.362
C 3.35160 -4.40828 3.86173 0.0 0.1 -0.1 -0.271
O 3.92937 -5.68346 4.17970 0.0 0.0 0.0 -0.364
C 3.32062 -6.16471 5.28415 0.0 -0.1 0.0 0.584
O 3.45248 -7.26602 5.71071 0.0 0.0 0.0 -0.543
O 2.53299 -5.21645 5.84939 0.0 0.0 0.0 -0.317
H 1.90480 -3.37538 5.11783 -0.1 -0.1 0.1 -0.255
H 3.53969 -3.41531 5.79417 0.0 0.0 0.0 0.164
H 2.56632 -4.55349 3.11819 0.0 0.0 0.0 0.265
H 4.10272 -3.73495 3.45920 0.1 -0.1 0.0 0.290
C 1.50970 -5.08689 9.66129 0.1 -0.2 0.0 -0.287
C 0.15205 -5.47678 9.12364 0.0 -0.2 -0.1 -0.197
O -0.65238 -4.34229 9.46976 0.1 0.0 0.0 -0.346
C 0.16565 -3.27286 9.61453 0.0 0.0 0.0 0.702
O -0.20570 -2.15107 9.74145 0.0 0.0 -0.1 -0.543
O 1.46576 -3.65523 9.59155 -0.1 -0.1 0.0 -0.336
H 2.32609 -5.48384 9.06372 0.1 0.2 -0.1 0.272
H 1.64799 -5.38181 10.70270 0.0 0.0 0.0 0.284
H 0.15459 -5.59467 8.03886 0.0 0.0 0.0 0.180
H -0.24169 -6.38039 9.58080 -0.2 0.1 0.1 0.298
C -2.33867 3.72459 -4.57650 -0.1 0.0 -0.1 -0.412
C -3.50698 3.35155 -3.68476 -0.2 0.0 -0.2 -0.128
O -2.86223 2.61965 -2.64031 0.0 0.1 0.0 -0.124
C -1.56100 3.00307 -2.58543 -0.1 -0.1 0.0 0.480
O -0.81446 2.68368 -1.72150 0.2 0.2 0.0 -0.418
O -1.24810 3.77799 -3.65023 -0.1 0.0 0.0 -0.335
H -2.46271 4.68428 -5.07122 0.1 0.1 0.1 0.310
H -2.12501 2.95904 -5.32432 0.0 0.0 0.0 0.272
H -3.99538 4.22695 -3.25173 0.0 0.0 0.0 0.245
H -4.25264 2.73218 -4.17765 0.1 -0.1 0.1 0.161
C 6.79498 6.21648 -3.97908 0.2 0.1 -0.3 0.055
C 7.77604 6.30042 -2.83375 -0.2 0.1 0.0 -0.153
O 6.90157 6.54550 -1.71171 0.0 0.0 -0.1 -0.360
C 5.67695 6.09061 -2.02902 -0.1 0.0 0.1 0.652
O 4.77082 5.98556 -1.25746 0.1 0.2 -0.1 -0.647
O 5.60222 5.75084 -3.33275 0.1 0.1 0.0 -0.322
H 7.11857 5.52239 -4.75017 -0.2 -0.1 0.1 -0.066
H 6.59021 7.19074 -4.42931 0.0 0.0 0.1 0.258
H 8.29577 5.36363 -2.67672 0.0 -0.1 0.1 0.171
H 8.50188 7.09653 -2.93769 0.0 0.1 0.2 0.364
C 12.12459 2.79109 -3.59104 0.0 -0.2 0.0 -0.321
C 10.68365 2.49881 -3.96295 0.0 -0.2 -0.1 -0.333
O 10.00556 3.64880 -3.44930 0.0 0.0 0.1 -0.252
C 10.89289 4.66546 -3.36878 -0.1 0.0 -0.1 0.694
O 10.59116 5.79465 -3.14980 0.3 0.0 0.0 -0.510
O 12.15061 4.22327 -3.57845 0.0 0.0 0.0 -0.368
H 12.84300 2.40581 -4.30911 0.0 0.2 -0.1 0.298
H 12.38150 2.42744 -2.59486 0.0 0.0 0.0 0.251
H 10.52663 2.45493 -5.04153 0.0 0.1 0.0 0.221
H 10.29488 1.59276 -3.50652 -0.1 0.1 0.1 0.316
C 7.17003 5.83719 -9.38593 -0.1 0.0 -0.1 -0.312
C 5.97065 5.58863 -8.49204 -0.1 0.1 -0.1 -0.287
O 6.51743 4.72687 -7.48808 0.0 0.1 0.0 -0.297
C 7.85275 4.92852 -7.43863 0.1 -0.1 0.0 0.699
O 8.56932 4.48988 -6.59670 0.0 0.0 0.1 -0.539
O 8.26316 5.69800 -8.47120 -0.1 0.0 0.0 -0.319
H 7.17588 6.82565 -9.83668 0.1 0.0 0.1 0.289
H 7.27076 5.08449 -10.16932 0.0 0.0 0.0 0.260
H 5.60948 6.50022 -8.01329 0.0 0.0 0.0 0.242
H 5.14407 5.10141 -9.00131 0.0 -0.1 0.1 0.292
```
Forces are in eV/Å.

The molecular weight is 1339.06 g/mol. As for the HOMO-LUMO gap: 8.194 eV. The calculation puts the total energy at -146498.1518 eV.